[1]
The following is a DFT calculation (the ωB97M-V functional and the def2-TZVPD basis) of 2 unconnected molecules or ions with the total composition C5H11O2 in a non-equilibrium geometry.

Net charge: -2
Frontier orbital gap (alpha / beta), eV: 2.657 / 6.644
Expectation value of S²: 0.754
2S+1: 2
Energy relative to the best compared isomer or geometry (same formula, charge and spin), eV: 2.837
HOMO energy (alpha / beta), eV: 4.0 / 0.0
M, Da: 103.14

Geometry as XYZ:
```
18
C5H11O2 | the OMol25 dataset | the ωB97M-V functional and the def2-TZVPD basis
C 0.843 0.022 -0.023
O 1.954 0.002 -0.828
C -0.243 -1.015 -0.389
C -1.389 -1.187 0.626
C -2.256 0.007 0.918
C -3.620 0.091 0.519
H 0.335 0.995 -0.046
H 1.053 -0.216 1.019
H -0.700 -0.922 -1.387
H 0.286 -1.984 -0.439
H -0.921 -1.563 1.552
H -2.071 -1.967 0.265
H -1.728 0.950 0.984
H -4.228 -0.819 0.401
H -4.185 0.994 0.759
H 4.375 1.229 -0.457
H 2.880 1.164 -0.746
O 3.653 1.848 -0.594
```

Per-atom Löwdin charges, elementary charge units: -0.4671, -0.3550, -0.2455, -0.3330, -0.3724, -0.2368, 0.0848, 0.0807, 0.0903, 0.0767, 0.0578, 0.0679, 0.0215, -0.0942, -0.0834, -0.0314, -0.0441, -0.2167

[2]
The following is a DFT calculation (the ωB97M-V functional and the def2-TZVPD basis) of 2 unconnected molecules or ions with the total composition C4H12O3 in a non-equilibrium geometry.

Frontier orbital gap, eV: 10.436
SMILES: OCCCCO.O
2S+1: 1
Energy relative to the best compared isomer or geometry (same formula, charge and spin), eV: 1.872
HOMO energy, eV: -10.0
M, Da: 108.14

Geometry as XYZ:
```
19
C4H12O3 | the OMol25 dataset | the ωB97M-V functional and the def2-TZVPD basis
O -0.145 0.157 2.059
C -0.846 0.232 0.783
C -0.768 -1.193 0.028
C 0.539 -1.177 -0.797
C 1.780 -1.116 0.048
O 2.928 -1.336 -0.728
H 0.222 1.032 1.991
H -1.874 0.518 0.993
H -0.400 0.991 0.075
H -0.856 -2.074 0.687
H -1.612 -1.316 -0.659
H 0.663 -0.518 -1.614
H 0.657 -2.263 -1.301
H 1.999 -1.716 1.015
H 1.835 -0.040 0.424
H 2.578 -1.890 -1.408
O -2.999 3.728 -1.188
H -3.433 3.384 -0.377
H -2.280 3.021 -1.346
```

Per-atom Löwdin charges, elementary charge units: -0.0785, -0.2280, -0.1492, -0.2191, -0.3243, -0.0690, 0.0653, 0.0954, 0.1212, 0.1177, 0.0982, 0.1013, 0.1515, 0.1528, 0.1189, 0.0487, -0.1067, 0.0368, 0.0668

[3]
The following is a DFT calculation (the ωB97M-V functional and the def2-TZVPD basis) of 3 unconnected molecules or ions with the total composition C56H43BBrF3O11 in a non-equilibrium geometry.

Frontier orbital gap, eV: 7.673
SMILES: CB(O)c1cc(CCC(F)=C(F)F)cc2c1C(=O)c1c(O)c(CC(=O)Br)c(CCCCOC(C)=O)c(C)c1C2=O.O=C1c2ccccc2C(=O)c2ccccc21.O=C1c2ccccc2C(=O)c2ccccc21
2S+1: 1
HOMO energy, eV: -8.8
M, Da: 1039.66

Geometry as XYZ:
```
115
C56H43BBrF3O11 | the OMol25 dataset | the ωB97M-V functional and the def2-TZVPD basis
C 1.486 3.941 7.323
B 1.619 5.188 6.249
O 1.009 6.444 6.602
C 2.473 4.880 4.905
C 3.799 4.056 5.065
C 4.686 3.683 3.850
C 6.031 2.791 4.002
C 5.604 1.315 3.453
C 5.554 1.246 1.861
F 4.341 0.790 1.224
C 6.604 1.623 0.978
F 7.910 1.099 0.980
F 6.283 2.589 -0.033
C 4.239 4.202 2.449
C 2.943 5.012 2.260
C 2.025 5.343 3.499
C 0.689 6.138 3.188
O 0.193 7.065 3.869
C -0.066 5.725 1.821
C -1.613 5.591 1.713
O -2.449 5.865 2.835
C -2.203 5.136 0.334
C -3.791 4.955 0.258
C -4.553 6.134 -0.504
O -3.987 7.215 -0.733
Br -6.459 5.796 -1.020
C -1.307 4.849 -0.919
C -1.910 4.370 -2.338
C -1.320 2.922 -2.794
C -2.396 1.738 -2.716
C -2.907 1.411 -1.226
O -2.005 1.860 -0.181
C -2.257 1.215 1.063
C -3.148 1.879 2.212
O -1.726 0.086 1.246
C 0.241 4.989 -0.799
C 1.282 4.729 -1.978
C 0.857 5.419 0.584
C 2.449 5.542 0.817
O 3.245 6.034 -0.014
H 2.349 4.120 8.077
H 0.487 3.929 7.870
H 1.741 2.972 6.774
H 0.041 6.371 6.410
H 4.096 3.725 6.115
H 6.916 3.227 3.436
H 6.194 2.660 5.123
H 6.269 0.480 3.857
H 4.530 1.085 3.814
H 4.853 3.975 1.507
H -2.813 6.775 2.768
H -4.193 4.840 1.336
H -3.967 3.920 -0.228
H -1.686 5.147 -3.157
H -3.049 4.271 -2.197
H -0.483 2.689 -2.030
H -0.773 2.981 -3.810
H -1.869 0.795 -3.124
H -3.256 1.945 -3.457
H -3.002 0.266 -1.141
H -3.947 1.885 -1.083
H -4.100 2.362 1.780
H -2.567 2.662 2.808
H -3.461 1.029 2.916
H 1.876 5.714 -2.106
H 2.041 3.955 -1.622
H 0.816 4.512 -2.993
O -5.552 -6.918 -3.851
C -5.426 -5.721 -3.662
C -4.155 -5.172 -3.137
C -3.088 -6.032 -2.876
C -1.878 -5.521 -2.420
C -1.729 -4.149 -2.224
C -2.796 -3.291 -2.467
C -4.013 -3.801 -2.918
C -5.148 -2.882 -3.156
O -5.041 -1.691 -2.913
C -6.412 -3.427 -3.700
C -7.478 -2.565 -3.963
C -8.657 -3.063 -4.505
C -8.777 -4.422 -4.787
C -7.722 -5.286 -4.513
C -6.538 -4.791 -3.964
H -3.196 -7.101 -3.031
H -1.048 -6.191 -2.221
H -0.780 -3.749 -1.880
H -2.675 -2.224 -2.308
H -7.389 -1.504 -3.750
H -9.484 -2.390 -4.713
H -9.694 -4.808 -5.220
H -7.823 -6.344 -4.733
O 2.798 -6.414 1.851
C 3.264 -6.264 0.734
C 3.704 -4.926 0.277
C 3.603 -3.834 1.141
C 4.050 -2.582 0.734
C 4.600 -2.415 -0.535
C 4.686 -3.497 -1.404
C 4.232 -4.753 -1.002
C 4.312 -5.895 -1.942
O 4.723 -5.733 -3.078
C 3.891 -7.236 -1.479
C 3.994 -8.327 -2.343
C 3.633 -9.597 -1.906
C 3.168 -9.781 -0.606
C 3.050 -8.694 0.253
C 3.406 -7.417 -0.183
H 3.180 -3.959 2.133
H 3.975 -1.735 1.409
H 4.960 -1.440 -0.847
H 5.111 -3.359 -2.394
H 4.360 -8.190 -3.355
H 3.718 -10.444 -2.578
H 2.895 -10.774 -0.263
H 2.684 -8.845 1.264
```

These are the Löwdin partial charges, in e, on atoms 1 to 99: -0.0500, -0.3892, 0.0515, -0.0020, 0.0359, -0.1378, -0.1293, -0.1143, -0.1253, -0.0218, -0.1347, 0.0636, 0.0265, 0.0606, -0.0080, 0.0131, -0.2347, 0.0694, 0.0422, -0.1337, -0.0239, -0.0427, -0.1558, -0.7101, 0.0092, 0.6225, -0.0507, -0.1256, -0.1987, -0.1567, -0.1731, -0.0973, -0.3872, 0.0117, 0.0613, -0.0837, -0.0682, 0.0213, -0.2473, 0.0530, 0.0859, 0.0706, 0.0624, 0.1123, 0.1065, 0.1220, 0.1121, 0.1207, 0.1353, 0.1075, 0.1282, 0.1273, 0.0932, 0.1260, 0.1033, 0.1069, 0.1164, 0.1154, 0.1256, 0.1282, 0.1231, 0.0834, 0.0933, 0.0985, 0.0944, 0.0973, 0.0702, 0.1032, -0.2796, -0.0841, 0.0044, -0.0533, -0.0509, 0.0052, -0.0838, -0.2788, 0.0909, -0.0846, 0.0018, -0.0580, -0.0568, 0.0037, -0.0837, 0.1214, 0.1078, 0.1096, 0.1095, 0.1199, 0.1075, 0.1078, 0.1214, 0.1018, -0.2813, -0.0857, 0.0066, -0.0519, -0.0506, 0.0044, -0.0867